1.
61
Properties=species:S:1:pos:R:3 method="wB97M-V/def2-TZVPD" orbital_gap_ha=0.34324 relative_energy_kj_mol=344.6 e_lumo_ev=-0.135
H 1.275 1.119 3.964
H -0.931 1.698 0.451
H -0.886 3.890 3.154
O -1.043 1.057 1.161
H -1.132 -4.652 1.552
O 1.422 1.792 3.280
H 0.169 -3.917 1.502
H 1.597 3.759 -1.657
H -3.165 1.753 -1.651
O -0.935 -1.913 3.046
H -2.534 0.420 -0.424
H 0.724 2.427 3.422
H -4.049 -0.464 -0.348
H -0.006 2.414 -3.269
H 0.024 -2.410 -0.766
C -0.562 3.682 -1.261
H 4.321 -1.536 -0.953
H -3.107 3.571 -1.669
C -0.902 0.438 -3.092
H 4.642 -1.664 0.616
H 3.130 -0.553 0.908
H 0.572 -2.787 -2.864
H -2.313 -3.201 0.788
O 2.359 -0.456 1.504
O 3.174 -1.819 -2.141
H -0.610 4.442 -2.032
H 0.586 -3.682 -4.072
O -0.455 4.056 2.314
H -0.129 -3.942 -0.728
H -1.885 -3.002 2.150
H -0.461 -1.287 2.466
H -1.377 0.060 -2.212
H 1.359 -2.916 3.606
C 0.929 3.465 -0.862
H -1.807 1.374 1.683
C -0.970 1.958 -2.891
O 4.453 -1.031 -0.106
H 2.387 -2.316 -1.917
O -2.510 -3.576 1.666
H 1.204 3.953 0.079
H -1.424 0.129 -4.045
O 0.988 -2.844 -3.796
H 0.458 3.746 2.337
H -0.348 -2.062 3.813
H 1.777 -1.378 3.255
H 1.223 2.396 -0.730
H 0.113 -0.055 -3.221
H 0.926 -0.873 0.873
H -0.901 4.330 -0.441
O -0.189 -4.790 1.270
H -0.698 -0.656 0.829
O 1.545 -2.044 3.942
N -1.261 2.400 -1.554
O 0.016 -3.200 -1.335
O -3.273 -0.035 0.030
H -1.603 2.347 -3.689
C -2.657 2.646 -1.229
H 2.288 0.492 1.747
O 0.014 -1.296 0.678
H 3.365 -2.153 -3.019
H -2.922 2.702 -0.107

***

2.
74
Properties=species:S:1:pos:R:3 method="wB97M-V/def2-TZVPD" charge=-1 orbital_gap_ha=0.12764 relative_energy_kj_mol=0.0 e_lumo_ev=0.737
H -8.037 -3.100 1.414
O -4.552 -4.182 3.372
C 5.926 2.918 -2.046
H 7.528 1.454 -1.403
H 8.064 3.905 -3.150
H -8.495 -7.582 -3.407
H -7.982 -5.938 -1.086
O 4.463 6.821 1.879
H 0.428 -1.764 4.113
H -6.794 -6.205 1.638
H 3.966 6.389 -3.559
H 0.871 2.006 0.940
H 8.115 5.834 1.695
H 4.465 0.526 -4.334
H 5.203 6.724 2.487
H 0.388 -1.401 1.746
O -6.566 -6.438 2.549
H 5.204 6.984 -1.960
H -6.208 -6.704 4.979
H 6.336 2.153 -0.017
H 7.627 4.845 0.642
H -0.500 1.113 -2.886
O -8.761 -3.224 0.788
H 1.711 3.458 -0.530
O 0.145 1.880 0.318
C 6.653 2.099 -1.103
O -3.326 -4.998 5.766
O 4.702 0.290 -3.430
H 3.450 4.967 -5.302
H -7.414 -6.650 2.956
O 8.991 3.818 -3.421
H 4.064 6.635 -0.478
O 0.326 -2.689 4.367
H -1.072 -1.810 1.906
H -3.443 -5.700 6.416
H 4.777 6.739 -4.800
H -2.554 -4.135 2.589
C 3.828 4.219 -0.803
H -0.200 1.004 0.535
H -7.039 -7.085 6.196
O 3.787 4.077 -5.146
N 4.702 4.937 -1.753
H 4.330 5.926 1.524
O -1.869 -3.478 2.779
H -11.728 -6.526 -1.059
C 4.933 6.294 -1.108
H -9.108 -4.098 1.001
O -11.403 -7.407 -1.278
N 5.993 4.356 -1.827
O -0.510 -1.075 1.618
H -0.051 2.105 -1.822
H 9.477 4.308 -2.749
H 4.062 4.091 -4.216
O 8.330 5.489 0.822
H 2.098 3.884 -2.244
H -0.203 -3.073 3.653
O 0.181 1.768 -2.700
H 2.758 2.308 -1.454
C 2.542 3.415 -1.309
H -2.615 -5.320 5.199
H -2.106 -3.143 3.654
O 3.990 4.210 0.449
O 4.070 7.075 -4.238
O -9.130 -6.956 -3.038
H 3.856 0.105 -3.007
O -6.920 -6.382 5.547
O -7.453 -5.555 -0.376
H -4.786 -3.847 4.245
H -9.583 -6.598 -3.812
H -7.350 -4.630 -0.632
H 5.393 2.390 -2.906
H -5.235 -4.838 3.181
H -10.765 -7.252 -1.991
H 5.875 6.169 -0.481

***

3.
16
Properties=species:S:1:pos:R:3 method="wB97M-V/def2-TZVPD" orbital_gap_ha=0.44410 smiles=N#CC(C#N)[C@H](C#N)OB(O)O relative_energy_kj_mol=0.0 e_lumo_ev=-0.083
H -1.480 2.057 -0.211
C 0.868 -0.709 -0.520
O -1.054 1.219 -0.145
N -1.053 -3.412 0.619
O 0.430 -0.408 0.782
C 2.080 0.014 -0.741
C 2.402 -2.490 0.109
C -0.102 -2.858 0.321
O -0.732 0.914 2.212
H 0.803 -2.649 -1.407
H -1.656 1.129 2.422
C 1.037 -2.280 -0.398
N 3.010 0.627 -0.966
N 3.483 -2.668 0.476
B -0.462 0.615 0.909
H 0.060 -0.609 -1.190

***

4.
23
Properties=species:S:1:pos:R:3 method="wB97M-V/def2-TZVPD" charge=+1 orbital_gap_ha=0.32942 relative_energy_kj_mol=0.0 e_lumo_ev=-4.970
F -2.349 0.029 1.924
C -1.057 0.237 1.779
O -0.690 0.112 0.406
F -1.355 2.468 -2.235
C 0.251 0.620 -2.561
H 0.907 -0.046 -2.001
C -0.572 1.560 -1.592
F -0.449 -0.224 -3.263
H -1.979 -0.142 -1.162
H 0.766 -0.834 2.701
F 1.020 1.372 -3.391
N 2.111 -0.939 0.051
F -0.462 -1.985 1.827
O 1.843 -1.539 1.062
O 1.734 0.171 -0.126
C -1.448 0.694 -0.708
F -0.768 -1.024 3.772
F 0.233 2.350 -0.806
F -0.798 1.432 2.202
C -0.304 -0.893 2.501
O 2.637 -1.506 -0.867
H -2.286 1.280 -0.330
Ba 3.015 -3.192 0.818

***

5.
19
Properties=species:S:1:pos:R:3 method="wB97M-V/def2-TZVPD" charge=-1 orbital_gap_ha=0.12787 relative_energy_kj_mol=146.7 e_lumo_ev=1.130
H 4.424 2.707 1.095
Br -2.737 2.588 -1.274
S 0.219 -4.339 -1.550
C -0.292 -2.727 -0.996
C -0.633 -5.314 -0.363
C -1.117 -2.712 0.087
Br -1.545 3.448 1.697
I 2.802 3.038 -1.024
I 3.182 0.387 1.644
O -0.585 -6.528 -0.309
S 0.314 -1.387 -1.869
S -1.784 -1.349 0.875
H 4.832 1.495 -0.164
S -1.540 -4.306 0.754
C -2.892 3.734 0.287
H -2.775 4.758 -0.037
H -3.856 3.557 0.742
C 4.046 1.951 0.422
Cs -0.064 0.998 -0.017

***

6.
13
Properties=species:S:1:pos:R:3 method="wB97M-V/def2-TZVPD" orbital_gap_ha=0.36119 relative_energy_kj_mol=0.0 e_lumo_ev=-0.586
C -0.325 0.991 -0.292
H -2.136 0.083 -0.676
C 0.664 -0.110 0.055
C -1.816 0.805 0.031
C 0.568 -1.366 -0.415
Cl -2.724 2.282 -0.328
H -0.149 2.083 0.145
Cl -0.304 1.331 -2.109
N -0.948 -2.165 -2.287
H 1.342 0.204 0.710
Br -1.924 0.426 1.890
H 1.276 -1.968 -0.017
C -0.277 -1.785 -1.415

***

7.
12
Properties=species:S:1:pos:R:3 method="wB97M-V/def2-TZVPD" orbital_gap_ha=0.32516 smiles="Cl/C=C1/SCC=C1Cl" relative_energy_kj_mol=69.0 e_lumo_ev=0.475
Cl -1.301 -0.448 2.181
C -2.034 0.102 -1.022
H 2.472 0.989 -0.058
S 0.689 0.228 -1.522
C -0.797 0.057 -0.503
H 1.608 -0.590 1.846
C 1.052 -0.125 1.021
Cl -3.599 0.312 -0.228
C 1.865 0.091 -0.220
H 2.510 -0.767 -0.317
H -2.182 0.274 -2.104
C -0.283 -0.122 0.927

***

8.
12
Properties=species:S:1:pos:R:3 method="wB97M-V/def2-TZVPD" orbital_gap_ha=0.32423 relative_energy_kj_mol=103.7 e_lumo_ev=-0.049
O -2.265 -1.211 -0.038
C -0.414 0.196 0.045
C 1.797 -0.136 -0.014
Cl 3.418 -0.698 -0.009
H 0.486 -1.900 0.083
C 1.434 1.278 -0.021
H -2.419 0.888 -0.019
C -1.742 0.015 -0.010
N 0.164 1.481 0.031
C 0.637 -0.832 0.072
H -3.220 -1.186 -0.024
H 2.124 2.106 -0.098

***

9.
14
Properties=species:S:1:pos:R:3 method="wB97M-V/def2-TZVPD" orbital_gap_ha=0.32614 relative_energy_kj_mol=102.6 e_lumo_ev=-1.157
C -0.707 0.035 0.180
C 1.313 1.603 -0.188
H 1.899 2.452 -0.517
C 1.585 -0.874 -0.021
P -0.531 1.742 -0.186
O -2.952 1.151 0.537
H 2.409 -1.517 -0.224
H 3.094 0.719 -0.121
C 0.310 -1.225 0.207
H -0.148 -2.102 0.349
C 2.033 0.469 -0.175
Cl -3.133 -1.015 -1.428
O -2.734 -1.240 1.263
S -2.437 -0.198 0.327

***

10.
47
Properties=species:S:1:pos:R:3 method="wB97M-V/def2-TZVPD" charge=-4 orbital_gap_ha=0.23014 relative_energy_kj_mol=0.0 e_lumo_ev=7.135
O -22.642 24.178 -22.488
O -31.878 30.446 -24.354
S -23.822 24.560 -23.265
O -26.616 28.423 -20.100
F -30.460 23.636 -23.941
O -25.049 23.939 -22.807
F -31.116 33.088 -23.278
O -26.668 30.840 -26.538
F -23.684 26.744 -21.668
K -27.808 27.966 -22.609
O -23.630 24.499 -24.724
H -26.471 29.280 -19.691
C -24.868 28.911 -26.581
F -24.686 27.637 -26.285
O -30.237 25.268 -18.767
H -26.252 30.126 -23.833
O -27.367 28.711 -27.540
O -29.157 26.238 -20.725
C -24.107 26.443 -22.934
O -31.810 30.628 -21.902
C -29.857 27.887 -18.750
O -25.783 30.391 -23.014
S -28.670 25.206 -25.264
O -31.517 26.625 -20.410
F -30.463 23.441 -26.109
F -29.598 32.310 -24.572
F -23.325 27.201 -23.722
F -30.790 28.099 -17.803
O -28.152 25.511 -23.932
F -24.415 29.132 -27.849
O -29.661 26.141 -25.761
F -29.686 28.980 -19.486
C -30.142 32.129 -23.378
O -30.070 29.428 -23.086
C -29.689 23.623 -25.037
O -27.673 24.790 -26.237
F -28.692 27.680 -18.080
S -26.688 29.367 -26.450
F -25.372 26.817 -23.019
H -26.118 27.802 -19.559
F -24.136 29.737 -25.814
S -30.258 26.360 -19.763
H -25.832 31.350 -23.007
S -31.078 30.461 -23.154
F -29.253 32.329 -22.393
O -27.067 28.894 -25.117
F -28.868 22.561 -24.889

***

11.
13
Properties=species:S:1:pos:R:3 method="wB97M-V/def2-TZVPD" orbital_gap_ha=0.37904 smiles="O=CC1(C=O)CC1(F)F" relative_energy_kj_mol=89.1 e_lumo_ev=0.458
H 1.491 1.579 -0.985
F -2.250 0.186 -0.443
H 1.014 -1.873 -0.292
C 0.275 0.079 -0.126
C -0.604 -0.147 1.177
O 2.080 -0.565 -1.374
H -0.105 -0.699 1.925
C 0.539 1.529 -0.421
O -0.054 2.470 0.023
F -1.494 -1.871 -0.331
C 1.202 -0.912 -0.676
C -1.312 -0.597 0.020
H -0.780 0.821 1.502

***

12.
16
Properties=species:S:1:pos:R:3 method="wB97M-V/def2-TZVPD" orbital_gap_ha="0.28018 / 0.21759" e_lumo_ev="-0.672 / -1.275"
H 1.406 0.805 -0.912
F 3.724 -2.090 0.741
H -0.297 1.892 0.881
C -0.200 0.813 0.463
C 2.903 -1.222 0.097
C -1.187 -0.200 0.788
O 1.668 -1.809 0.067
S -2.120 -2.534 -0.237
N -0.879 -1.302 0.211
C 0.435 -1.129 -0.474
F 2.971 -0.080 0.747
C 0.681 0.273 -0.378
F 3.381 -0.995 -1.130
O -3.231 -2.293 0.645
H -2.065 -0.297 1.348
H 0.187 -1.613 -1.399